172
Properties=species:S:1:pos:R:3 method="wB97M-V/def2-TZVPD" e_homo_ha=-0.3881 homo_lumo_gap_ev=8.1 fmax_ev_per_a=3.3 e_tot_ha=-4473.00112 total_charge=+1
O -9.84 0.73 -7.22
H 5.91 -2.81 -1.30
C 0.80 -9.43 1.35
H 6.26 5.89 6.14
N -8.27 2.32 -7.10
H 0.12 5.75 1.19
H -1.95 -0.34 3.11
H -2.23 -3.30 3.18
H 4.93 13.02 8.98
H -6.19 2.07 -7.02
H 3.41 9.26 8.34
H 2.37 -3.70 -2.56
H 1.63 6.62 0.89
H -8.38 -5.62 -7.65
O 4.42 11.34 7.38
H 3.72 13.08 11.14
H 0.94 2.04 -1.41
H 4.59 6.48 2.58
O -0.48 1.25 -3.36
H 1.41 -11.40 0.73
H -1.41 -7.44 2.37
H 7.49 6.95 5.46
C 2.36 1.09 1.37
C -0.22 0.45 0.88
H -2.41 3.83 0.11
S 0.23 0.04 -3.12
F -2.63 -2.05 -6.78
H 0.30 0.42 2.95
C -1.56 -3.24 4.04
H 4.46 0.84 -0.28
H 5.05 -7.83 0.00
H 2.51 -2.47 -1.27
H 2.66 10.18 9.65
C -8.12 -7.24 -6.27
H -6.87 -4.86 -6.04
C 0.74 -0.18 -1.38
O 2.77 -5.24 0.10
H 8.23 8.86 6.55
C -7.58 -0.05 -7.12
H 2.05 -8.94 3.06
H -3.27 3.25 -1.32
H -0.98 -7.18 4.05
C -0.65 -4.50 4.06
H -1.85 -5.19 2.35
F -1.32 -2.06 -2.68
H -3.61 2.03 -6.49
H -2.36 3.81 -7.33
C 7.52 9.69 6.50
N -0.31 -0.45 -0.34
F -4.77 -1.72 -5.41
H 7.80 10.34 5.68
C 4.11 -8.21 0.42
O -8.52 -8.39 -6.28
C -0.86 -5.36 2.79
F -2.63 -0.35 -4.30
C 1.79 4.96 2.23
C 4.36 12.24 10.88
O 4.04 -9.60 0.16
F 0.23 -2.32 -4.10
C -3.19 3.31 -4.82
H 2.21 -9.28 -0.84
C -0.71 -1.48 -3.73
H -3.14 5.30 -4.84
H -0.82 -5.11 4.95
C 5.21 -3.44 -1.86
H 2.92 -10.90 -0.90
H -6.92 0.05 -7.97
H -1.01 2.43 1.37
H 7.26 6.86 7.23
C -1.36 1.47 0.98
H 0.82 -1.03 2.13
H 5.78 -4.03 -2.58
C 4.24 -0.17 0.06
H 0.95 -6.92 1.70
F -4.29 -3.76 -5.40
C 1.03 6.12 1.65
H 4.13 -7.98 1.50
H -0.15 -9.95 1.36
H -9.05 2.97 -7.11
H 1.25 -3.72 -1.20
H 3.03 7.32 2.61
C 0.01 -0.30 2.18
H -1.30 1.99 -1.10
C 1.08 1.28 0.53
H 4.52 -2.80 -2.40
C -3.00 2.99 -0.29
N 2.96 5.22 2.86
H 0.36 -9.24 3.49
F 3.75 -0.85 -1.09
C -8.66 1.01 -7.15
C -2.07 1.76 -0.36
N -6.90 -6.95 -5.72
N -2.96 4.50 -5.44
C -6.93 2.86 -7.03
C 1.41 1.14 -1.02
N 6.16 9.22 6.30
H -6.76 3.51 -7.89
H 0.80 -8.65 0.58
H -6.07 -5.44 -4.56
C 1.90 -10.46 0.97
H 4.29 9.49 9.86
N 4.52 -4.33 -0.94
C -1.69 -1.14 -4.86
H 1.37 -1.07 -1.36
H 3.64 -0.47 2.07
C 3.60 9.95 9.15
H -0.09 -5.11 2.06
C -2.95 2.06 -5.62
H -3.18 1.20 -5.01
N 4.53 12.21 9.44
H 0.76 6.83 2.43
H 0.90 2.34 0.62
H 3.73 6.69 4.12
H -3.90 2.79 0.28
H -1.24 -0.72 -0.66
C 3.61 6.51 3.05
C 4.21 11.21 8.58
C -0.72 -6.89 3.03
H 5.08 -4.97 -0.39
H 0.40 -4.21 4.08
O -3.57 3.28 -3.66
O 1.44 0.03 -3.86
F -1.04 -0.46 -5.77
O 4.54 7.71 6.01
H -2.14 1.15 1.69
C 3.15 -0.23 1.13
H 7.57 10.26 7.43
H 2.59 -10.63 1.81
H -1.91 2.00 -5.93
C 5.73 7.95 6.18
H 1.36 -6.74 3.45
H -6.84 3.44 -6.11
H -8.06 -1.03 -7.16
C -2.47 -2.34 -5.49
H 0.31 -2.21 3.77
H -2.70 0.91 -0.66
C -3.91 -2.58 -4.93
C -8.92 -6.10 -6.84
O 1.38 3.80 2.16
C -1.23 -1.06 2.73
H -2.17 -3.24 4.95
C -6.26 -5.65 -5.61
F -3.96 -2.65 -3.62
H -3.26 5.34 -7.32
H 2.50 -1.09 0.92
H 3.41 4.40 3.23
C 0.75 -7.27 2.71
H 5.14 -0.72 0.36
H -9.86 -6.49 -7.23
H 2.19 1.24 2.43
C 2.75 -10.04 -0.25
H -1.65 -1.70 1.94
C -2.51 4.74 -6.80
H 0.02 -1.34 0.07
H -0.76 -1.36 4.85
F -1.80 -3.49 -5.43
C 6.76 6.84 6.26
H 3.29 -7.63 0.00
C 1.02 -8.79 2.74
C 2.28 -3.52 -1.49
H -6.42 -7.75 -5.36
H -9.15 -5.37 -6.07
C 3.19 -4.44 -0.71
H -5.30 -5.69 -6.14
H 2.44 1.25 -1.33
C -0.74 -1.93 3.92
H -7.01 0.01 -6.19
H -1.58 5.30 -6.77
H 5.34 12.39 11.35
H 3.92 11.32 11.25
H 3.03 1.91 1.08
H 5.43 9.91 6.23